# 1
DFT (wB97M-V/def2-TZVPD) results for a 2-piece molecular cluster, C6H8BrNO overall at a distorted geometry.

Structure (XYZ):
```
17
Properties=species:S:1:pos:R:3
C 0.81830 -1.28668 0.68909
C -0.04681 0.09839 4.14213
N 0.76225 0.11937 0.74213
H -1.95959 1.93254 -1.19256
H 1.62362 -1.72878 0.09226
C -1.62562 1.05004 -1.73034
H 0.99792 0.24992 4.20899
Br -0.21355 -1.46082 5.34340
H 0.16043 1.85948 -0.14954
C -0.45746 0.40547 -1.41277
C -1.10188 0.46955 3.50046
H -0.05912 -0.28416 -2.01829
C 0.17135 0.78815 -0.11448
H -0.08358 -1.82566 0.42726
H 0.89196 -1.68723 1.74325
O -2.13080 0.75670 3.03292
H -2.11572 0.93217 -2.76544
```

Calculated values
SMILES string: C=C/C=N\C.O=C=CBr
multiplicity: 1
maximum force: 0.106 Eh/bohr
energy: -79927.87493 eV
relative energy (zero: lowest compared OMol25 entry of this formula, charge and spin): 217.6 kJ/mol

=====

# 2
DFT (wB97M-V/def2-TZVPD) results for a 7-piece molecular cluster, C45H60O6P2S overall.

Structure (XYZ):
```
114
Properties=species:S:1:pos:R:3
C -7.47221 0.62946 -3.34652
C -5.15365 -2.06772 9.05497
H 9.72377 7.23824 -5.42028
H 6.39074 2.67273 3.16174
C 7.86563 2.07859 -0.69256
H -5.48926 -2.59501 4.84753
C -9.43027 0.79790 -1.38511
H -2.91038 0.56497 2.05113
C 7.60632 5.03808 -6.88137
O -0.64688 2.50458 -0.20262
C -7.00322 -1.90497 7.52789
C -4.92691 -1.90071 4.23552
S 0.66730 2.24268 -0.72402
H -1.40058 0.26710 -4.03118
O -3.48903 -1.27898 -3.08990
H 0.89327 -0.17174 -4.54985
C 7.48805 1.13744 -2.87186
H 6.84965 3.25537 -5.95698
H -10.80192 0.19378 -2.91951
C 9.09536 6.36470 -5.53869
H 6.59823 -1.51352 2.29552
C -3.63904 -1.53783 4.60565
C 4.84964 0.08884 4.71238
C -8.10954 1.09016 -1.07342
H 4.83700 2.21102 5.02497
C 8.97043 5.45295 -4.49948
H 1.19451 1.29989 0.10193
H -3.03840 -4.53492 -1.11091
C -1.07439 -0.77182 -3.95956
H -5.14980 -0.85516 7.28350
H 0.80138 -1.85976 -4.09234
C 0.45115 -0.86595 -3.82843
H -5.20400 -0.07101 1.40083
H -1.67691 -5.43079 -0.40207
C -7.13127 1.00566 -2.05451
H -3.20080 -1.94981 5.50633
C -2.91453 -0.64931 3.82220
H -6.10030 1.23145 -1.81248
C 8.41316 6.15729 -6.72971
C -4.76701 -0.48142 2.30217
C -4.56027 -2.00247 -2.44892
H -5.45717 -1.75298 -3.01525
H 0.69266 -0.55906 -0.95390
H 7.26577 0.80817 1.79181
C 6.12871 1.38737 -2.74355
C 6.59167 0.60791 2.61354
C -7.72885 -2.79111 8.31205
H 3.93067 -1.83519 0.60241
P -1.99212 -1.49597 -2.60516
H -1.38449 -1.25393 -4.88828
H 6.11774 2.78602 0.33659
H -4.39640 -3.07637 -2.55228
P 1.24271 -0.40536 -2.23494
H -3.93838 -1.97584 -0.36082
H 4.57626 2.17816 -1.48491
H -4.68010 -0.49912 -0.93688
C -3.47727 -0.12090 2.66822
H 7.07434 4.87640 -7.81032
H 2.52954 0.14097 -2.35941
O 1.62635 3.31220 -0.82495
H 2.86008 -0.49017 0.23799
C 8.16292 4.33390 -4.65001
H -0.44080 -4.49689 -2.14028
H 8.50920 6.86917 -7.53961
C 5.22497 1.39478 4.42927
H 9.41844 1.29366 -1.94859
C -1.07704 -3.76714 -1.64217
H 5.05447 -1.97603 4.16917
H -9.06069 0.04681 -4.66574
H -8.73396 -3.07144 8.02369
H 4.17048 -0.11373 5.53061
C -4.72936 -1.58637 -1.00063
C 6.21581 -0.69775 2.89615
H 1.67871 -2.62710 -0.16515
H 4.14368 -0.96206 -0.90484
C -9.77183 0.42138 -2.67689
H 1.16985 2.00960 -2.95831
C 6.09749 1.65348 3.38113
H 3.05312 -3.27194 -1.04613
C -5.87890 -2.95469 9.83886
H -7.44010 -1.49405 6.62631
H -0.43110 -3.07332 -1.10883
O -1.77744 -3.06921 -2.69606
H 5.45202 1.12285 -3.54691
C 5.63703 1.98205 -1.58904
H -10.19414 0.86465 -0.62104
O -1.64118 -0.90549 -1.30375
C -5.49155 -1.37190 3.08268
C -8.79328 0.33745 -3.65781
C -7.16625 -3.31668 9.46718
C -5.71522 -1.54379 7.89878
H -7.84253 1.38496 -0.06638
H -2.13967 -3.86449 0.24511
H 7.87279 0.68244 -3.77605
H 8.06037 3.62549 -3.83836
C -2.04466 -4.44238 -0.67563
H -1.90973 -0.36761 4.11046
O 1.93804 -1.98280 -2.12315
H -4.15006 -1.78418 9.34561
C 0.55347 1.40962 -2.28765
H 9.50235 5.61417 -3.57040
H 8.54490 2.35171 0.10582
H -7.73151 -4.00885 10.07809
C 5.34598 -0.95728 3.94658
C 6.50514 2.32525 -0.56295
C 7.48127 4.12751 -5.84110
H -5.44093 -3.36357 10.74045
C 8.35751 1.48329 -1.84601
H -6.49634 -1.65376 2.79283
C 2.47895 -2.35983 -0.87117
H -6.70734 0.56507 -4.11051
H -0.50042 1.51134 -2.54235
H -5.70278 -1.91552 -0.63538
C 3.39307 -1.33191 -0.20375
```

Calculated values
SMILES string: CCO[PH2](CCP(=O)(OCC)OCC)C[SH](=O)=O.c1ccccc1.c1ccccc1.c1ccccc1.c1ccccc1.c1ccccc1.c1ccccc1
multiplicity: 1
maximum force: 0.009 Eh/bohr
energy: -89336.34085 eV

=====

# 3
DFT (wB97M-V/def2-TZVPD) results for C20H25I2N5O6SV as an isolated structure at a distorted geometry.

Structure (XYZ):
```
60
Properties=species:S:1:pos:R:3
H -5.82129 2.46898 -0.89663
C 0.28925 -1.10312 3.61739
C -5.58262 3.49366 -1.18323
H 2.51117 -0.86065 4.91489
N 0.18356 -0.17448 -0.38083
C 2.80423 -1.05635 3.88578
H -1.79204 2.18109 -2.77089
N -0.70308 1.73015 -1.07591
H 3.22787 -3.65622 -2.11318
I -1.21496 -3.94481 -1.05375
H -6.45892 5.16574 -2.24610
I 0.41124 -4.84087 1.49306
O -0.26004 4.22332 0.17179
H 7.50366 -3.82550 -2.36154
H 5.28546 -4.40573 -3.28468
H 0.25156 -0.79058 4.65067
C 0.77163 0.84178 0.31419
H 7.66415 -2.50280 -0.27804
H -6.96238 3.58563 -2.85506
C -1.56292 -0.37230 -2.15028
C -6.72162 4.15087 -1.95584
H 5.59823 -1.77572 0.88887
C -1.58331 2.64368 -1.81040
C 4.20555 -3.41008 -1.72254
H -2.90181 -0.68698 2.88132
C 3.04025 -2.27459 0.13960
N 3.08197 -1.75392 1.31439
C 6.69303 -2.75871 -0.68249
H 3.39159 -0.21726 3.51050
H -7.60814 4.18377 -1.32477
C 5.54337 -2.34759 -0.02811
O 1.90950 -2.53122 -0.48187
H -2.74849 3.71260 -0.31879
O -4.30455 2.29760 -3.12030
C -0.70016 0.38240 -1.20207
C 6.60336 -3.50086 -1.85530
H -2.17152 -0.62951 4.50676
H -1.00988 -1.23492 -2.51401
N 0.51531 3.31739 0.43584
C -0.87003 -1.31528 2.95437
O 1.45226 3.40179 1.19506
S -4.13721 3.39095 -2.18958
H -2.62796 -2.17791 3.77151
H -2.45435 -0.74443 -1.64169
O -3.81402 4.70938 -2.67746
C 1.59972 -1.28012 3.01997
N 1.73705 -1.61690 1.78041
C -2.22102 -1.18447 3.57173
H -1.05185 3.56882 -1.98532
H -1.88368 0.22977 -2.99715
O -0.87249 -1.67965 1.68953
H -3.23243 2.00433 -0.54895
C 0.22654 2.01064 -0.08903
C -2.87864 2.91102 -1.04470
C 4.29521 -2.67470 -0.54871
C 5.35968 -3.82650 -2.37350
V 0.30975 -2.27060 0.45862
H -5.30666 4.06768 -0.29679
H 1.53751 0.68095 1.05065
H 3.45443 -1.92865 3.84258
```

Calculated values
multiplicity: 4
maximum force: 0.041 Eh/bohr
energy: -93605.71078 eV
<S²>: 3.77
relative energy (zero: lowest compared OMol25 entry of this formula, charge and spin): 19.8 kJ/mol

=====

# 4
DFT (wB97M-V/def2-TZVPD) results for the molecule CHCl3 at a distorted geometry.

Structure (XYZ):
```
5
Properties=species:S:1:pos:R:3
Cl -1.39621 1.00270 0.30706
Cl -0.46330 -1.75164 -0.08726
Cl 1.45620 0.55139 1.02319
H 0.36628 0.17806 -1.13495
C 0.03703 0.01948 -0.10805
```

Calculated values
SMILES string: ClC(Cl)Cl
multiplicity: 1
maximum force: 0.045 Eh/bohr
energy: -38620.03148 eV
relative energy (zero: lowest compared OMol25 entry of this formula, charge and spin): 31.2 kJ/mol